Entry 1:
Here is C25H41Cl2GaOP as an isolated structure in a non-equilibrium geometry from the OMol25 dataset. Energies are from ωB97M-V/def2-TZVPD.

Results
**LUMO**: 0.093 Ha
**Calculated total energy**: -115350.9667 eV
**Gap between HOMO and LUMO**: 4.32 eV
**Total charge**: -1

Atoms and positions in Å:
P (-0.13, 0.65, -2.29)
C (-1.76, 0.23, -3.07)
C (-2.23, 1.08, -4.26)
C (-3.68, 0.71, -4.63)
C (-3.82, -0.79, -4.94)
C (-3.31, -1.64, -3.77)
C (-1.86, -1.27, -3.42)
C (1.26, 0.08, -3.36)
C (1.17, 0.50, -4.84)
C (2.48, 0.16, -5.57)
C (2.83, -1.33, -5.43)
C (2.89, -1.74, -3.96)
C (1.58, -1.41, -3.23)
C (-0.04, 2.51, -2.43)
C (-1.19, 3.16, -1.63)
C (-1.18, 4.68, -1.80)
C (0.17, 5.28, -1.40)
C (1.32, 4.62, -2.18)
C (1.31, 3.09, -2.00)
H (-2.45, 0.41, -2.23)
H (-1.58, 0.92, -5.13)
H (-2.19, 2.15, -4.02)
H (-4.00, 1.31, -5.49)
H (-4.33, 0.97, -3.79)
H (-4.87, -1.03, -5.16)
H (-3.24, -1.03, -5.84)
H (-3.94, -1.47, -2.88)
H (-3.38, -2.70, -4.01)
H (-1.51, -1.88, -2.58)
H (-1.22, -1.49, -4.28)
H (2.11, 0.61, -2.90)
H (3.30, 0.77, -5.14)
H (0.96, 1.57, -4.93)
H (0.35, -0.03, -5.32)
H (2.41, 0.44, -6.63)
H (3.79, -1.54, -5.93)
H (2.06, -1.92, -5.95)
H (3.10, -2.82, -3.87)
H (3.71, -1.21, -3.46)
H (1.66, -1.67, -2.17)
H (0.77, -2.02, -3.65)
H (-0.18, 2.74, -3.49)
H (-2.16, 2.74, -1.93)
H (-1.07, 2.90, -0.57)
H (-1.39, 4.93, -2.84)
H (-1.98, 5.12, -1.19)
H (0.34, 5.12, -0.32)
H (0.18, 6.36, -1.56)
H (2.28, 5.02, -1.85)
H (1.22, 4.86, -3.25)
H (2.13, 2.66, -2.59)
H (1.52, 2.83, -0.96)
Ga (0.00, 0.00, 0.00)
Cl (2.39, 0.23, -0.19)
Cl (-2.38, 0.33, 0.23)
C (-0.35, -1.79, -0.26)
H (-1.41, -2.01, -0.47)
C (0.44, -3.01, -0.24)
C (1.85, -3.06, -0.19)
C (2.52, -4.28, -0.18)
C (1.80, -5.48, -0.21)
C (0.41, -5.46, -0.25)
C (-0.26, -4.24, -0.27)
H (2.40, -2.12, -0.17)
H (3.60, -4.29, -0.15)
H (-0.15, -6.39, -0.28)
H (-1.35, -4.21, -0.31)
H (2.33, -6.43, -0.20)
O (0.49, -0.01, 1.76)
H (-0.22, -0.52, 2.23)
H (0.36, 0.92, 2.06)

Results of the Mulliken charge analysis, in e, for atoms 1 through 8:
1 P -1.06
2 C 0.26
3 C -0.48
4 C -0.97
5 C -0.70
6 C -0.92
7 C -0.42
8 C 0.04

=====

Entry 2:
Here is a 2-piece molecular cluster, CH4O4P2 overall in a non-equilibrium geometry from the OMol25 dataset. Energies are from ωB97M-V/def2-TZVPD.

Results
**LUMO**: 0.252 Ha
**Calculated total energy**: -27869.5250 eV
**Gap between HOMO and LUMO**: 6.58 eV
**Total charge**: -2

Atoms and positions in Å:
C (-0.82, 0.47, 0.59)
O (-2.06, 2.50, -0.66)
O (3.46, -0.72, -0.19)
O (-2.55, 0.29, -1.66)
O (1.40, -0.46, 1.31)
P (2.01, -0.89, 0.09)
P (-2.13, 1.09, -0.54)
H (-1.06, -0.52, 0.77)
H (-0.91, 0.99, 1.48)
H (1.61, -2.24, -0.11)
H (1.05, -0.51, -1.08)

Results of the natural (NBO) charge analysis, in e, for atoms 1 through 8:
1 C -1.01
2 O -1.18
3 O -1.21
4 O -1.17
5 O -1.18
6 P 1.90
7 P 2.01
8 H 0.16

=====

Entry 3:
Here is an isolated ion of composition C6H11N4 and charge +1 in a non-equilibrium geometry from the OMol25 dataset. Energies are from ωB97M-V/def2-TZVPD.

Results
**LUMO**: -0.156 Ha
**Calculated total energy**: -12349.3754 eV
**Gap between HOMO and LUMO**: 8.65 eV
**Total charge**: +1

Atoms and positions in Å:
C (-0.36, -1.57, -0.16)
C (-1.87, 1.13, -0.23)
C (-2.43, -0.34, -0.06)
C (0.43, -0.56, 0.60)
C (-0.55, 1.29, 0.41)
C (2.74, -0.90, -0.16)
N (-1.55, -1.43, -0.42)
N (1.63, 1.10, -0.46)
N (0.56, 1.76, -0.33)
N (1.60, -0.09, -0.02)
H (0.24, -2.47, -0.36)
H (-1.97, 1.39, -1.24)
H (-2.69, 1.74, 0.25)
H (-2.83, -0.55, 0.91)
H (-3.32, -0.63, -0.70)
H (0.72, -1.00, 1.63)
H (-0.53, 1.85, 1.38)
H (2.63, -1.79, -0.83)
H (3.07, -1.50, 0.73)
H (3.63, -0.26, -0.57)
H (0.84, 2.82, -0.36)

Results of the natural (NBO) charge analysis, in e, for atoms 1 through 8:
1 C 0.07
2 C -0.50
3 C -0.25
4 C -0.10
5 C 0.01
6 C -0.47
7 N -0.33
8 N 0.17

=====

Entry 4:
Here is C14H22F6HgN10O6SSb as an isolated structure in a non-equilibrium geometry from the OMol25 dataset. Energies are from ωB97M-V/def2-TZVPD.

Results
**LUMO**: 0.085 Ha
**Calculated total energy**: -79925.1204 eV
**Gap between HOMO and LUMO**: 8.13 eV
**Total charge**: -1

Atoms and positions in Å:
Hg (0.36, -0.17, -0.05)
N (-0.59, 0.95, 1.92)
C (-2.06, 1.06, 1.80)
C (-2.59, 2.45, 2.19)
C (-2.00, 3.69, 1.48)
C (-2.98, 4.28, 0.45)
N (-3.23, 3.41, -0.67)
C (-2.31, 3.15, -1.61)
N (-1.34, 4.02, -1.87)
N (-2.47, 2.07, -2.38)
C (-2.61, 0.57, 0.42)
O (-3.77, 0.91, 0.12)
O (-1.87, -0.17, -0.28)
H (-0.35, 0.46, 2.78)
H (-0.15, 1.85, 1.92)
H (-2.49, 0.35, 2.51)
H (-2.44, 2.55, 3.27)
H (-3.67, 2.44, 2.02)
H (-1.06, 3.43, 0.96)
H (-1.77, 4.47, 2.21)
H (-2.61, 5.25, 0.09)
H (-3.93, 4.46, 0.94)
H (-3.78, 2.59, -0.42)
H (-1.13, 4.72, -1.18)
H (-0.52, 3.71, -2.40)
H (-3.12, 1.38, -2.02)
H (-1.59, 1.65, -2.72)
N (-1.18, -2.48, -2.08)
C (0.12, -2.75, -2.07)
N (0.60, -3.66, -2.92)
C (1.90, -3.90, -2.82)
N (2.42, -4.84, -3.64)
N (2.74, -3.32, -1.95)
C (2.18, -2.43, -1.16)
N (0.89, -2.11, -1.17)
C (3.06, -1.73, -0.17)
C (4.42, -2.01, -0.13)
C (5.21, -1.34, 0.79)
C (4.61, -0.42, 1.64)
C (3.25, -0.21, 1.53)
N (2.49, -0.85, 0.65)
H (-1.75, -2.87, -2.81)
H (-1.54, -1.73, -1.49)
H (1.83, -5.21, -4.37)
H (3.42, -4.95, -3.68)
H (4.82, -2.73, -0.82)
H (6.27, -1.54, 0.85)
H (5.19, 0.14, 2.36)
H (2.74, 0.50, 2.17)
F (-0.30, -1.91, 1.74)
Sb (-0.68, -3.21, 3.08)
F (0.32, -4.48, 2.11)
F (0.88, -2.64, 4.00)
F (-2.27, -3.68, 2.17)
F (-1.63, -1.84, 4.02)
F (-1.06, -4.49, 4.43)
O (1.52, 2.66, -2.78)
S (1.47, 1.43, -1.98)
O (2.74, 0.73, -1.92)
O (1.02, 1.81, -0.56)
O (0.38, 0.53, -2.50)

Results of the natural (NBO) charge analysis, in e, for atoms 1 through 8:
1 Hg 1.66
2 N -0.88
3 C -0.17
4 C -0.42
5 C -0.43
6 C -0.21
7 N -0.61
8 C 0.69

=====

Q: The lowest gap between HOMO and LUMO belongs to which entry?
A: C25H41Cl2GaOP

=====

Q: What is the calculated total energy in the first record?
A: -115350.9667 eV

=====

Q: What is the formula in the third record?
A: C6H11N4

=====

What did the third record say?
Here is an isolated ion of composition C6H11N4 and charge +1 in a non-equilibrium geometry from the OMol25 dataset. Energies are from ωB97M-V/def2-TZVPD.

Results
**LUMO**: -0.156 Ha
**Calculated total energy**: -12349.3754 eV
**Gap between HOMO and LUMO**: 8.65 eV
**Total charge**: +1

Atoms and positions in Å:
C (-0.36, -1.57, -0.16)
C (-1.87, 1.13, -0.23)
C (-2.43, -0.34, -0.06)
C (0.43, -0.56, 0.60)
C (-0.55, 1.29, 0.41)
C (2.74, -0.90, -0.16)
N (-1.55, -1.43, -0.42)
N (1.63, 1.10, -0.46)
N (0.56, 1.76, -0.33)
N (1.60, -0.09, -0.02)
H (0.24, -2.47, -0.36)
H (-1.97, 1.39, -1.24)
H (-2.69, 1.74, 0.25)
H (-2.83, -0.55, 0.91)
H (-3.32, -0.63, -0.70)
H (0.72, -1.00, 1.63)
H (-0.53, 1.85, 1.38)
H (2.63, -1.79, -0.83)
H (3.07, -1.50, 0.73)
H (3.63, -0.26, -0.57)
H (0.84, 2.82, -0.36)

Results of the natural (NBO) charge analysis, in e, for atoms 1 through 8:
1 C 0.07
2 C -0.50
3 C -0.25
4 C -0.10
5 C 0.01
6 C -0.47
7 N -0.33
8 N 0.17